(1)
Below is a molecular structure, C54H52FN2OP2RuS, with properties calculated with ωB97M-V with the def2-TZVPD basis set.

- total charge = +2
- HOMO-LUMO gap (spin up / spin down) (eV) = 7.510 / 6.484
- spin multiplicity = 2
- ⟨S²⟩ = 0.7921

```
114
Properties=species:S:1:pos:R:3:mulliken_spin:R:1
Ru 0.27 -0.25 0.27 0.00
O -1.65 -2.54 1.71 0.00
S -1.60 -1.45 0.74 0.00
C -2.25 -2.09 -0.83 0.00
C -3.53 -2.61 -0.89 0.00
C -3.97 -3.21 -2.05 0.00
C -3.13 -3.32 -3.15 0.00
C -1.84 -2.83 -3.08 0.00
C -1.40 -2.18 -1.93 0.00
P 0.29 -1.65 -1.59 0.00
C 1.06 -3.24 -1.12 0.00
C 1.56 -4.08 -2.11 0.00
C 2.00 -5.35 -1.79 0.00
C 1.93 -5.81 -0.48 0.00
C 1.42 -4.98 0.50 0.00
C 0.98 -3.70 0.19 0.00
C 1.16 -1.23 -3.12 0.00
C 0.52 -0.89 -4.32 0.00
C 1.27 -0.59 -5.45 0.00
C 2.66 -0.60 -5.40 0.00
C 3.30 -0.94 -4.21 0.00
C 2.56 -1.26 -3.09 0.00
C -2.95 -0.32 1.07 0.00
C -4.05 -0.74 1.79 0.00
C -5.06 0.18 2.04 0.00
C -4.93 1.50 1.62 0.00
C -3.80 1.91 0.92 0.00
C -2.80 0.98 0.62 0.00
P -1.25 1.37 -0.26 0.00
C -1.70 1.73 -1.98 0.00
C -2.96 2.26 -2.29 0.00
C -3.25 2.65 -3.59 0.00
C -2.28 2.53 -4.58 0.00
C -1.04 2.02 -4.28 0.00
C -0.75 1.61 -2.98 0.00
C -0.83 3.01 0.39 0.00
C -0.95 3.27 1.76 0.01
C -0.59 4.51 2.26 0.00
C -0.11 5.49 1.41 0.00
C 0.01 5.24 0.05 0.00
C -0.35 4.01 -0.46 0.00
H -4.19 -2.56 -0.03 0.00
H -4.98 -3.61 -2.10 0.00
H -3.47 -3.81 -4.05 0.00
H -1.16 -2.97 -3.92 0.00
H 1.61 -3.75 -3.14 0.00
H 2.39 -6.00 -2.57 0.00
H 2.27 -6.80 -0.24 0.00
H 1.33 -5.33 1.52 0.00
H 0.56 -3.10 0.98 0.00
H -0.56 -0.85 -4.37 0.00
H 0.77 -0.35 -6.37 0.00
H 3.23 -0.37 -6.28 0.00
H 4.38 -0.97 -4.17 0.00
H 3.08 -1.57 -2.18 0.00
H -4.10 -1.75 2.17 0.00
H -5.93 -0.12 2.61 0.00
H -5.70 2.22 1.85 0.00
H -3.68 2.95 0.65 0.00
H -3.72 2.37 -1.53 0.00
H -4.22 3.05 -3.82 0.00
H -2.51 2.85 -5.59 0.00
H -0.28 1.94 -5.05 0.00
H 0.23 1.22 -2.75 0.00
H -1.33 2.51 2.43 0.00
H -0.70 4.70 3.32 0.00
H 0.16 6.46 1.81 0.00
H 0.37 6.02 -0.61 0.00
H -0.29 3.83 -1.53 0.00
C 4.60 -2.01 2.85 0.01
C 3.33 -2.22 2.02 0.00
C 3.37 -1.31 0.81 -0.01
C 2.09 -2.20 2.93 0.03
C 1.95 -3.38 3.66 0.00
C 1.01 -3.51 4.66 0.00
C 0.22 -2.42 4.97 0.00
C 0.30 -1.22 4.29 0.03
C -0.63 -0.12 4.81 0.01
C -0.02 1.18 5.32 0.01
C -1.73 0.16 3.80 0.01
C 1.20 -1.14 3.20 -0.10
N 1.29 0.09 2.41 0.52
C 2.12 1.00 2.98 0.09
C 2.86 0.76 4.18 0.14
C 3.68 1.71 4.74 -0.05
C 3.81 2.97 4.16 0.20
C 3.12 3.26 2.99 -0.06
C 2.33 2.29 2.42 0.15
F 1.72 2.60 1.27 0.03
H 5.48 -2.25 2.26 0.00
H 4.61 -2.65 3.74 0.00
H 4.69 -0.97 3.19 0.00
H 3.36 -3.24 1.64 0.00
H 3.58 -0.28 1.08 0.01
H 2.44 -1.36 0.24 0.00
H 4.17 -1.64 0.14 0.00
H 2.63 -4.20 3.45 0.00
H 0.92 -4.44 5.21 0.00
H -0.49 -2.50 5.79 0.00
H -1.10 -0.58 5.68 0.00
H 0.32 1.84 4.51 0.00
H 0.81 1.01 6.00 0.00
H -0.79 1.72 5.87 0.00
H -1.29 0.50 2.87 -0.01
H -2.42 0.92 4.16 0.00
H -2.29 -0.76 3.60 0.00
H 2.77 -0.20 4.66 0.00
H 4.22 1.47 5.65 0.00
H 4.44 3.72 4.61 0.00
H 3.21 4.22 2.49 0.00
N 1.87 0.91 -0.70 0.00
H 1.53 1.81 -1.05 0.00
H 2.26 0.43 -1.50 0.00
H 2.64 1.14 -0.09 0.00
```

=====

(2)
Below is 10 unconnected molecules or ions with the total composition C54H52O17, with properties calculated with ωB97M-V with the def2-TZVPD basis set.

- HOMO-LUMO gap (eV) = 7.177
- SMILES = O=C1C=CC(=O)C=C1.O=C1C=CC(=O)C=C1.O=C1C=CC(=O)C=C1.O=C1C=CC(=O)C=C1.O=C1C=CC(=O)C=C1.O=C1C=CC(=O)C=C1.O=C1C=CC(=O)C=C1.C1CCOC1.C1CCOC1.C1CCOC1

```
123
Properties=species:S:1:pos:R:3:lowdin_charge:R:1
C -19.44 5.87 13.26 0.02
C -20.47 6.01 14.19 0.06
C -20.53 7.17 15.15 -0.38
O -21.32 7.26 16.09 0.10
C -19.48 8.15 14.90 0.02
C -18.53 8.00 13.88 0.03
C -18.46 6.90 12.92 -0.38
O -17.59 6.70 12.05 0.10
H -19.49 5.02 12.60 0.11
H -21.14 5.17 14.28 0.11
H -19.33 9.04 15.49 0.12
H -17.83 8.81 13.77 0.12
C -15.17 0.28 9.37 0.05
C -14.80 -0.21 10.61 0.02
C -13.63 0.25 11.39 -0.40
O -13.11 -0.23 12.38 0.12
C -12.93 1.32 10.68 0.03
C -13.32 1.82 9.48 0.00
C -14.45 1.44 8.69 -0.40
O -14.73 1.87 7.59 0.12
H -15.95 -0.30 8.91 0.11
H -15.30 -1.06 11.05 0.11
H -12.04 1.75 11.11 0.12
H -12.75 2.59 8.99 0.13
C -17.40 6.95 17.65 0.02
C -16.66 6.74 16.56 0.00
C -15.29 7.16 16.40 -0.39
O -14.59 6.89 15.43 0.09
C -14.80 7.91 17.58 0.06
C -15.51 8.02 18.78 0.06
C -16.91 7.67 18.82 -0.43
O -17.67 7.99 19.69 0.14
H -18.38 6.51 17.54 0.13
H -17.16 6.14 15.82 0.11
H -13.76 8.20 17.59 0.11
H -15.02 8.42 19.66 0.12
C -16.64 2.75 11.38 0.05
C -15.63 3.66 11.10 0.01
C -15.72 4.74 10.15 -0.41
O -14.87 5.58 9.88 0.12
C -16.99 4.70 9.39 0.03
C -18.03 3.85 9.68 0.03
C -18.02 2.87 10.80 -0.40
O -18.95 2.24 11.22 0.11
H -16.34 2.02 12.11 0.10
H -14.64 3.55 11.53 0.11
H -16.99 5.15 8.41 0.12
H -18.91 3.78 9.06 0.11
C -19.81 -1.73 12.46 -0.01
C -18.54 -1.61 12.75 0.01
C -17.72 -2.57 13.54 -0.36
O -16.55 -2.28 13.79 0.08
C -18.52 -3.71 13.95 -0.01
C -19.80 -3.91 13.70 0.05
C -20.62 -2.83 12.93 -0.38
O -21.76 -2.99 12.65 0.14
H -20.29 -1.00 11.82 0.13
H -17.92 -0.85 12.29 0.11
H -18.07 -4.50 14.54 0.12
H -20.24 -4.82 14.10 0.12
C -12.12 -1.86 14.93 0.01
C -13.13 -1.32 15.62 0.03
C -13.07 -0.31 16.74 -0.39
O -13.99 0.16 17.33 0.12
C -11.67 -0.09 17.02 0.00
C -10.58 -0.65 16.46 0.04
C -10.74 -1.50 15.26 -0.39
O -9.82 -1.82 14.53 0.12
H -12.38 -2.37 14.02 0.12
H -14.14 -1.60 15.34 0.11
H -11.62 0.59 17.86 0.12
H -9.63 -0.45 16.94 0.12
C -12.06 4.35 16.34 0.03
C -11.84 3.99 15.04 0.04
C -10.74 3.08 14.62 -0.34
O -10.56 2.69 13.45 0.08
C -9.90 2.70 15.79 0.01
C -10.17 3.03 17.07 0.00
C -11.30 3.91 17.50 -0.35
O -11.48 4.11 18.72 0.09
H -12.90 5.02 16.39 0.10
H -12.53 4.41 14.31 0.11
H -9.12 1.97 15.64 0.11
H -9.53 2.63 17.84 0.12
C -19.83 1.86 17.07 -0.15
C -19.81 0.58 16.34 -0.19
C -20.41 0.81 14.92 -0.18
O -21.24 1.95 15.14 -0.14
C -20.47 2.84 16.02 -0.15
H -18.78 2.11 17.14 0.08
H -20.41 1.72 17.99 0.12
H -20.24 -0.29 16.84 0.11
H -18.81 0.15 16.35 0.10
H -21.08 -0.02 14.70 0.11
H -19.71 1.01 14.11 0.10
H -21.27 3.47 16.41 0.12
H -19.73 3.50 15.58 0.08
C -15.45 3.47 14.97 -0.17
C -14.91 2.12 14.68 -0.16
C -16.06 1.20 15.04 -0.21
O -17.15 1.91 14.63 -0.13
C -16.91 3.28 14.79 -0.21
H -15.10 4.23 14.27 0.11
H -15.23 3.77 15.99 0.11
H -14.02 1.88 15.26 0.10
H -14.55 2.06 13.65 0.10
H -16.13 0.88 16.08 0.11
H -15.94 0.30 14.44 0.11
H -17.43 3.65 15.68 0.09
H -17.35 3.74 13.91 0.11
C -15.81 1.81 19.54 -0.15
C -17.08 2.57 19.96 -0.13
C -16.92 3.82 19.14 -0.23
O -15.51 4.08 19.08 -0.15
C -14.79 2.83 19.15 -0.20
H -16.04 1.24 18.63 0.09
H -15.39 1.08 20.23 0.12
H -17.18 2.93 20.99 0.12
H -18.06 2.18 19.69 0.10
H -17.38 4.75 19.46 0.11
H -17.29 3.72 18.12 0.09
H -14.11 3.00 19.99 0.12
H -14.24 2.65 18.24 0.10
```

=====

Taking the records one at a time from the top gives maximum force values of 0.7; 4.5 eV/A.
Taking the records one at a time from the top gives total energy values of -96570.7161; -91635.0950 eV.